ORCA calculation (wB97M-V/def2-TZVPD) on an isolated molecule of CH3NO2S2 in a non-equilibrium geometry.

The geometry in XYZ format:
```
9
Properties=species:S:1:pos:R:3:forces:R:3
N 1.084 0.395 -0.738 -0.86 -1.90 -2.06
S 0.041 -0.710 -0.047 0.89 0.22 0.95
O -0.618 -1.460 -1.045 -0.52 -0.20 -0.84
O 0.748 -1.408 0.993 -0.52 0.40 0.15
C -1.093 0.518 0.644 -1.28 1.34 1.93
S -2.252 1.190 -0.208 -0.22 -0.17 -0.86
H 1.550 0.701 0.065 1.70 0.91 1.17
H 1.701 -0.174 -1.375 -0.54 0.97 0.85
H -1.161 0.947 1.712 1.35 -1.56 -1.30
```
Forces are in eV/Å.

## Properties
E = -1041.438126 Ha
E_LUMO = -0.0519 Ha
Multiplicity = 1
Energy relative to the best compared isomer or geometry (same formula, charge and spin) = 139.6 kJ/mol
Gap between HOMO and LUMO = 8.11 eV
Structure (SMILES) = NS(=O)(=O)C=S
HOMO level = -9.53 eV
Net charge = 0

ORCA calculation (wB97M-V/def2-TZVPD) on a cluster of 9 separate species, C20H44Cl3NO15S in total in a non-equilibrium geometry.

The geometry in XYZ format:
```
84
Properties=species:S:1:pos:R:3:forces:R:3
C 3.385 2.094 3.577 0.14 -0.38 0.11
C 1.965 1.757 3.293 0.28 0.34 0.44
O 1.062 2.017 4.014 -0.36 -0.06 -0.12
O 1.685 1.147 2.047 -0.34 -0.34 -0.17
C 1.842 -0.196 2.030 0.70 -0.04 0.02
O 2.485 -0.780 2.865 -0.43 -0.01 0.10
C 1.203 -0.859 0.839 -0.44 0.72 0.11
C 0.385 -2.111 1.163 0.46 -0.27 -0.39
C 1.195 -3.419 1.266 -0.58 -0.02 0.21
O 2.278 -3.424 0.308 0.14 -0.07 0.04
C 3.450 -3.080 0.742 -0.85 -0.27 -0.09
N 4.488 -2.798 1.138 0.72 0.25 0.11
C 1.614 -3.812 2.669 -0.44 -0.11 0.09
Cl 2.374 -5.394 2.664 0.28 -0.08 0.00
S 0.105 -3.931 3.733 0.45 0.12 1.18
O -0.295 -5.282 3.905 -0.37 0.00 -0.58
O 0.392 -3.150 4.895 0.02 0.20 -0.25
O -1.013 -3.180 2.880 0.43 -0.40 -0.41
C -0.543 -1.912 2.355 -0.42 0.44 0.29
C -1.745 -1.078 1.981 -0.28 -0.52 -0.21
Cl -1.699 0.517 2.623 0.04 0.30 0.12
C -2.793 -1.434 1.233 0.11 0.44 0.21
C -3.957 -0.539 0.942 -0.17 -0.14 -0.01
Cl -2.898 -3.011 0.524 0.02 -0.22 0.10
H 3.476 3.175 3.631 0.10 0.18 -0.15
H 4.084 1.644 2.881 0.00 0.12 -0.17
H 3.594 1.699 4.570 0.04 0.02 0.06
H 2.001 -1.046 0.122 0.01 -0.21 -0.08
H 0.543 -0.131 0.366 -0.02 0.03 -0.02
H -0.254 -2.282 0.302 0.11 0.08 -0.16
H 0.529 -4.210 0.924 0.16 -0.10 -0.21
H 2.244 -3.086 3.174 0.13 0.06 -0.07
H -0.057 -1.393 3.182 0.17 -0.04 0.00
H -3.687 0.226 0.214 0.00 0.11 0.00
H -4.299 -0.051 1.852 0.09 0.13 0.03
H -4.793 -1.109 0.548 0.04 -0.06 -0.09
C -2.225 3.147 -0.424 -0.22 0.00 0.04
O -3.524 2.866 -0.941 0.35 -0.01 -0.03
H -1.533 2.448 -0.889 0.01 -0.01 -0.01
H -1.909 4.166 -0.662 0.04 -0.01 0.01
H -2.199 3.000 0.659 0.10 0.02 0.00
H -4.149 3.471 -0.534 -0.15 -0.11 -0.04
C 2.673 6.694 3.792 -0.04 -0.14 -0.33
O 3.479 5.654 3.227 -0.04 -0.01 0.09
H 2.666 6.555 4.868 0.05 -0.01 0.02
H 3.093 7.672 3.566 -0.04 0.07 0.10
H 1.649 6.636 3.414 -0.02 0.00 0.07
H 3.487 5.780 2.275 0.03 -0.02 -0.02
C 0.036 -4.270 -2.401 -0.13 0.07 0.10
O -0.555 -3.170 -1.700 0.14 0.03 -0.03
H 0.987 -3.923 -2.799 0.02 0.00 0.04
H 0.223 -5.104 -1.717 0.06 -0.03 -0.07
H -0.605 -4.599 -3.217 0.10 -0.04 0.00
H -1.393 -3.459 -1.321 0.06 0.08 -0.16
C -6.798 2.769 -2.814 0.19 -0.11 0.02
O -6.009 2.056 -1.872 -0.30 0.01 -0.08
H -7.757 2.979 -2.346 -0.01 -0.01 0.02
H -6.325 3.717 -3.091 -0.06 0.02 -0.03
H -6.972 2.180 -3.719 -0.05 0.04 -0.02
H -5.151 1.877 -2.267 0.12 0.10 0.16
C 1.573 -1.125 -4.239 -0.12 -0.03 0.37
O 2.004 -0.821 -2.911 0.02 0.01 -0.07
H 2.321 -0.768 -4.941 0.09 0.05 0.09
H 1.455 -2.202 -4.367 -0.08 0.03 -0.16
H 0.625 -0.625 -4.446 -0.02 -0.08 -0.16
H 1.308 -1.129 -2.321 0.00 -0.06 0.00
C 6.090 8.235 4.548 -0.10 0.08 0.12
O 4.803 8.625 5.021 0.15 0.04 0.00
H 5.936 7.637 3.654 -0.03 -0.03 0.00
H 6.699 9.106 4.293 0.03 -0.03 -0.03
H 6.618 7.630 5.288 0.04 -0.03 -0.04
H 4.927 9.151 5.815 -0.03 0.01 0.01
C -2.574 -6.048 -5.675 -0.03 0.00 0.16
O -2.154 -5.762 -4.342 -0.12 -0.05 -0.13
H -1.808 -5.667 -6.344 0.02 0.03 0.01
H -2.682 -7.124 -5.831 0.01 0.00 -0.05
H -3.522 -5.555 -5.904 0.01 0.00 -0.06
H -2.827 -6.096 -3.744 0.02 -0.01 0.03
C -1.550 -1.244 -6.166 0.11 -0.07 -0.12
O -0.498 -2.077 -6.642 -0.09 0.06 0.04
H -1.827 -1.605 -5.179 0.01 -0.02 0.02
H -1.226 -0.202 -6.083 -0.05 0.01 0.03
H -2.424 -1.296 -6.820 -0.04 0.02 0.04
H -0.247 -1.763 -7.515 0.05 -0.04 -0.01
```
Forces are in eV/Å.

## Properties
E = -3750.394454 Ha
E_LUMO = 0.0052 Ha
Multiplicity = 1
Gap between HOMO and LUMO = 9.80 eV
Structure (SMILES) = CC(=O)OC(=O)C[C@H]1[C@@H](OC#N)[C@H](Cl)S(=O)(=O)O[C@@H]1/C(Cl)=C(/C)Cl.CO.CO.CO.CO.CO.CO.CO.CO
HOMO level = -9.66 eV
Net charge = 0

ORCA calculation (wB97M-V/def2-TZVPD) on an isolated molecule of FH3OP2 in a non-equilibrium geometry.

The geometry in XYZ format:
```
7
Properties=species:S:1:pos:R:3:forces:R:3
O 1.477 -0.549 0.166 1.18 0.44 -0.75
P 0.422 0.765 0.143 1.26 0.57 -1.10
P -1.226 -0.623 0.000 -1.63 0.93 -0.54
F -2.378 0.571 0.205 0.30 -0.81 -0.30
H 2.097 -0.380 -0.585 -0.56 -0.67 1.07
H 0.726 1.069 -1.301 -0.87 -0.15 1.15
H -1.118 -0.854 1.372 0.32 -0.31 0.47
```
Forces are in eV/Å.

## Properties
E = -859.600822 Ha
E_LUMO = -0.0041 Ha
Multiplicity = 1
Energy relative to the best compared isomer or geometry (same formula, charge and spin) = 80.3 kJ/mol
Gap between HOMO and LUMO = 8.79 eV
Structure (SMILES) = O[PH]#[PH]F
HOMO level = -8.90 eV
Net charge = 0

ORCA calculation (wB97M-V/def2-TZVPD) on a structure of composition CuF in a non-equilibrium geometry.

The geometry in XYZ format:
```
2
Properties=species:S:1:pos:R:3:forces:R:3
Cu -1.898 -2.466 -0.398 0.73 1.31 0.45
F -0.879 -0.642 0.234 -0.73 -1.31 -0.45
```
Forces are in eV/Å.

## Properties
E = -1739.876769 Ha
E_LUMO (alpha / beta) = -0.3062 / -0.4054 Ha
Multiplicity = 2
Energy relative to the best compared isomer or geometry (same formula, charge and spin) = 54.3 kJ/mol
Gap between HOMO and LUMO (alpha / beta) = 11.99 / 8.30 eV
HOMO level (alpha / beta) = -20.32 / -19.33 eV
Net charge = +1

ORCA calculation (wB97M-V/def2-TZVPD) on an isolated molecule of C5H10O2 in a non-equilibrium geometry.

The geometry in XYZ format:
```
17
Properties=species:S:1:pos:R:3:forces:R:3
O 2.592 0.133 -0.583 0.31 0.27 0.09
C 1.741 -0.717 0.130 -0.29 0.00 0.13
C 0.379 -0.662 -0.572 -0.18 1.65 -0.29
C -0.861 -1.025 0.252 -0.34 0.85 0.11
C -1.631 0.341 0.282 -0.24 -0.67 0.25
C -0.640 1.458 0.094 -0.50 -0.35 0.24
O 0.218 0.942 -0.908 0.01 -2.01 0.44
H 1.987 0.862 -0.826 0.46 0.00 -0.06
H 1.594 -0.403 1.180 0.10 0.11 -0.16
H 2.227 -1.707 0.175 -0.58 0.13 -0.22
H 0.420 -1.124 -1.566 -0.04 0.33 0.26
H -0.620 -1.382 1.265 0.15 0.19 -0.34
H -1.496 -1.788 -0.227 0.41 0.27 0.11
H -2.271 0.565 1.140 -0.09 -0.55 0.00
H -2.225 0.364 -0.640 -0.18 -0.02 0.35
H -0.102 1.820 0.990 -0.05 -0.48 -0.20
H -1.332 2.268 -0.193 1.04 0.30 -0.70
```
Forces are in eV/Å.

## Properties
E = -346.944490 Ha
E_LUMO = 0.0357 Ha
Multiplicity = 1
Energy relative to the best compared isomer or geometry (same formula, charge and spin) = 212.5 kJ/mol
Gap between HOMO and LUMO = 10.89 eV
Structure (SMILES) = OC[C@H]1CCCO1
HOMO level = -9.91 eV
Net charge = 0

ORCA calculation (wB97M-V/def2-TZVPD) on a structure of composition C5H3N3 in a non-equilibrium geometry.

The geometry in XYZ format:
```
11
Properties=species:S:1:pos:R:3:forces:R:3
C 1.738 -0.387 -0.050 4.40 -0.71 -0.04
C -0.162 -0.982 -0.090 -5.61 0.87 -0.84
C -1.724 0.648 -0.240 -1.64 -0.44 3.01
C -0.235 0.471 -0.294 -1.62 0.23 1.45
C 0.981 0.809 0.192 -0.19 5.50 0.08
H 2.760 -0.575 -0.364 0.48 1.07 0.67
H -2.252 1.627 0.135 0.70 -2.05 -1.68
H 1.435 1.884 0.624 -1.44 -3.18 -1.44
N 1.049 -1.414 -0.107 3.18 -4.69 -0.21
N -1.290 -1.519 0.162 0.55 -0.99 -0.30
N -2.300 -0.561 0.032 1.20 4.40 -0.70
```
Forces are in eV/Å.

## Properties
E = -356.405091 Ha
E_LUMO = -0.0755 Ha
Multiplicity = 1
Energy relative to the best compared isomer or geometry (same formula, charge and spin) = 438.4 kJ/mol
Gap between HOMO and LUMO = 7.38 eV
HOMO level = -9.43 eV
Net charge = 0